1.
Here is an isolated ion of composition C5H9O3S3 and charge -1 from the Open Molecules 2025 dataset. Energies are from the ωB97M-V functional and the def2-TZVPD basis.

Structure (XYZ):
```
20
Properties=species:S:1:pos:R:3
C 0.99 -1.33 -2.62
C 1.88 -0.64 -1.54
C -0.17 0.47 0.44
C -2.03 1.64 1.61
C -0.46 1.53 1.45
O -0.99 -1.31 2.26
O -0.45 -2.06 -0.09
O 1.26 -1.35 1.51
S -0.35 -0.05 -2.99
S 0.79 0.85 -0.86
S -0.15 -1.22 1.07
H 1.58 -1.50 -3.52
H 0.54 -2.23 -2.40
H 2.12 -1.17 -0.61
H 2.78 -0.35 -2.13
H -2.26 2.33 2.50
H -2.29 0.64 1.73
H -2.50 2.12 0.74
H -0.07 1.09 2.34
H -0.20 2.55 1.12
```

Values from the calculation:
Energy relative to the best compared isomer or geometry (same formula, charge and spin) (kcal/mol): 16.6
Charge: -1
Frontier orbital gap (alpha / beta) (Eh): 0.2405 / 0.2532
Strongest force on any atom (eV/A): 3.1

Here are the natural (NBO) charges for atoms 1 to 5, given in e: C -0.50; C -0.49; C -0.55; C -0.59; C -0.46

---

2.
Here is a 2-piece molecular cluster, C7H8N5 overall from the Open Molecules 2025 dataset. Energies are from the ωB97M-V functional and the def2-TZVPD basis.

Structure (XYZ):
```
20
Properties=species:S:1:pos:R:3
C 3.55 -0.17 -0.09
C 2.85 1.04 -0.24
C 2.88 -1.34 0.10
C 1.40 1.08 -0.08
C 1.49 -1.34 0.30
C 0.92 -0.16 0.10
C -2.32 0.85 0.49
N -1.01 2.61 -0.36
N -4.23 -1.72 -0.55
N -3.65 -0.96 0.24
N -1.67 1.87 0.16
N -3.03 0.02 -0.35
H 4.55 0.00 -0.17
H 3.44 2.02 -0.42
H 3.29 -2.26 0.27
H 1.07 2.11 -0.20
H 0.84 -2.14 0.52
H -2.29 0.71 1.61
H -4.72 -2.51 -0.10
H -3.35 0.30 -1.25
```

Values from the calculation:
Energy relative to the best compared isomer or geometry (same formula, charge and spin) (kcal/mol): 159.0
Charge: +1
Frontier orbital gap (alpha / beta) (Eh): 0.1792 / 0.3048
Strongest force on any atom (eV/A): 4.9

Here are the natural (NBO) charges for atoms 1 to 5, given in e: C -0.22; C -0.13; C -0.14; C -0.39; C -0.32